*one*
ORCA calculation (ωB97M-V with the def2-TZVPD basis set) on a cluster of 2 separate species, H3N2O2P in total.

Atoms and positions in Å:
N (-0.86, -0.13, -1.05)
N (1.09, -0.52, 0.65)
O (0.34, -1.35, 1.10)
O (2.23, -0.40, 1.06)
P (0.56, 0.60, -0.60)
H (-1.58, -0.52, -0.50)
H (-1.45, 0.53, -1.49)
H (-0.33, 1.78, 0.84)

Atom charges from the Löwdin analysis, given in e for atoms 1 to 2: -0.274, -0.676


*two*
ORCA calculation (ωB97M-V with the def2-TZVPD basis set) on the molecule H3N2O2P.

Atoms and positions in Å:
N (-0.53, 1.51, -0.44)
N (-0.16, 0.25, -0.77)
P (0.31, -1.36, 0.62)
O (1.18, -2.28, -0.17)
O (-0.09, -1.74, 1.95)
H (-1.51, 1.49, -0.47)
H (-0.06, 1.98, 0.30)
H (0.86, 0.15, -1.01)

The SMILES is NNP(=O)=O.

Atom charges from the Löwdin analysis, given in e for atoms 1 to 2: -0.031, -0.146


Which is the most stable structure? *two* is the most stable.


*one*
ORCA calculation (ωB97M-V with the def2-TZVPD basis set) on a cluster of 2 separate species, H3N2O2P in total.

Atoms and positions in Å:
N (-1.03, -0.88, -0.44)
N (1.82, 0.88, 1.08)
O (1.71, 0.23, 2.10)
O (1.32, 0.47, -0.01)
P (-1.20, 0.77, -0.23)
H (-0.86, -1.40, 0.43)
H (-0.44, -0.94, -1.28)
H (-1.32, 0.86, -1.64)

Atom charges from the Löwdin analysis, given in e for atoms 1 to 2: -0.281, -0.339


*two*
ORCA calculation (ωB97M-V with the def2-TZVPD basis set) on a structure of composition H3N2O2P.

Atoms and positions in Å:
N (1.53, 0.05, -0.39)
N (0.61, -0.63, 0.22)
O (-3.36, 0.69, -0.06)
O (-0.93, 0.34, 0.25)
P (-2.28, -0.33, -0.19)
H (1.96, -0.29, -1.23)
H (1.83, 0.82, 0.15)
H (0.65, -0.64, 1.24)

Atom charges from the Löwdin analysis, given in e for atoms 1 to 2: 0.035, -0.011


Which is the most stable structure? *two* is the most stable.


*one*
ORCA calculation (ωB97M-V with the def2-TZVPD basis set) on a cluster of 2 separate species, H3N2O2P in total.

Atoms and positions in Å:
N (-1.06, -0.24, -0.73)
N (0.49, 0.16, 1.21)
O (-0.17, 1.18, 1.40)
O (1.44, -0.10, 1.97)
P (0.27, -0.96, -0.19)
H (-1.23, 0.82, -0.84)
H (-1.65, -0.73, -1.35)
H (1.91, -0.13, -1.47)

Atom charges from the Löwdin analysis, given in e for atoms 1 to 2: -0.291, -0.612


*two*
ORCA calculation (ωB97M-V with the def2-TZVPD basis set) on the molecule H3N2O2P.

Atoms and positions in Å:
N (-1.18, 0.88, -0.25)
N (-0.23, 0.27, 0.57)
P (0.85, -1.02, 0.11)
O (1.76, -1.24, 1.25)
O (0.92, -1.69, -1.20)
H (-0.67, 1.57, -0.73)
H (-1.63, 0.29, -0.93)
H (0.18, 0.95, 1.18)

The SMILES is NNP(=O)=O.

Atom charges from the Löwdin analysis, given in e for atoms 1 to 2: -0.024, -0.215


*three*
ORCA calculation (ωB97M-V with the def2-TZVPD basis set) on a cluster of 2 separate species, H3N2O2P in total.

Atoms and positions in Å:
N (-0.57, 1.51, -0.94)
N (0.58, -0.92, 0.73)
O (1.20, -0.48, 1.66)
O (0.95, -1.79, -0.07)
P (-1.13, -0.36, 0.64)
H (0.31, 1.19, -1.38)
H (-0.15, 2.08, -0.10)
H (-1.19, -1.24, -0.55)

Atom charges from the Löwdin analysis, given in e for atoms 1 to 2: -0.093, -0.719


*four*
ORCA calculation (ωB97M-V with the def2-TZVPD basis set) on a cluster of 2 separate species, H3N2O2P in total.

Atoms and positions in Å:
N (1.37, 1.23, -0.81)
P (0.02, 0.85, -1.63)
O (-1.00, 0.57, -0.66)
H (1.24, 1.20, 0.14)
H (2.27, 1.09, -1.14)
N (-1.26, -1.65, 1.71)
O (-1.16, -2.60, 0.97)
H (-1.48, -0.68, 1.41)

The SMILES is NP=O.N=O.

Atom charges from the Löwdin analysis, given in e for atoms 1 to 2: -0.161, 0.679


Which is the most stable structure? *two* is the most stable.


*one*
ORCA calculation (ωB97M-V with the def2-TZVPD basis set) on the molecule C2H4N2OS3.

Atoms and positions in Å:
O (1.90, 0.54, -1.71)
N (0.97, -0.41, -1.25)
C (0.26, 0.02, -0.11)
N (0.71, 0.65, 0.89)
S (2.30, 1.20, 0.97)
C (-1.16, -0.48, -0.08)
S (-1.90, -1.19, -1.35)
S (-2.03, -0.28, 1.42)
H (2.78, 0.12, -1.60)
H (0.39, -0.70, -1.99)
H (2.22, 1.48, 2.29)
H (-1.00, 0.27, 2.06)

The SMILES is ON/C(=N\S)C(=S)S.

Atom charges from the Löwdin analysis, given in e for atoms 1 to 2: -0.099, -0.028


*two*
ORCA calculation (ωB97M-V with the def2-TZVPD basis set) on the molecule C2H4N2OS3.

Atoms and positions in Å:
O (-1.91, -1.83, -0.12)
C (-1.66, -0.64, -0.10)
S (-2.90, 0.59, -0.05)
C (-0.18, -0.14, 0.00)
N (0.02, 1.14, -0.14)
S (1.58, 1.80, -0.02)
N (0.68, -1.22, 0.06)
S (2.33, -1.18, -0.20)
H (-2.08, 1.60, -0.23)
H (1.17, 3.01, -0.45)
H (0.17, -2.09, 0.20)
H (2.78, -1.03, 1.06)

The SMILES is O=C(S)/C(=N/S)NS.

Atom charges from the Löwdin analysis, given in e for atoms 1 to 2: 0.005, -0.725


Which is the most stable structure? *two* is the most stable.


*one*
ORCA calculation (ωB97M-V with the def2-TZVPD basis set) on the molecule C4H9NO2S.

Atoms and positions in Å:
C (2.11, -0.10, 1.10)
N (0.87, -0.89, 1.07)
C (-0.29, -0.21, 0.74)
C (-0.49, 0.05, -0.94)
C (-1.13, 1.35, -1.40)
S (-1.52, -1.16, -0.13)
O (-1.15, -2.55, -0.35)
O (-2.78, -0.71, 0.24)
H (2.74, -0.02, 0.25)
H (1.70, 0.78, 1.47)
H (2.81, -0.34, 1.89)
H (0.90, -1.86, 0.69)
H (-0.51, 0.67, 1.36)
H (0.42, -0.23, -1.51)
H (-1.38, 2.06, -0.53)
H (-1.97, 1.25, -2.09)
H (-0.35, 1.91, -1.87)

The SMILES is CN[C@H]1[C@H](C)S1(=O)=O.

Atom charges from the Löwdin analysis, given in e for atoms 1 to 2: -0.093, -0.125


*two*
ORCA calculation (ωB97M-V with the def2-TZVPD basis set) on the molecule C4H9NO2S.

Atoms and positions in Å:
C (0.03, -0.16, 0.92)
N (0.96, -0.89, 0.11)
C (2.47, -0.50, 0.13)
O (3.23, -0.75, -0.88)
O (2.28, 1.12, 0.30)
C (-0.65, 1.08, 0.33)
C (-1.60, 0.45, -0.65)
S (-3.22, -0.36, -0.18)
H (-0.84, -0.81, 1.07)
H (0.60, -0.03, 1.76)
H (0.50, -0.72, -0.81)
H (2.83, -0.76, 1.12)
H (0.14, 1.68, -0.16)
H (-1.20, 1.65, 1.11)
H (3.12, 1.46, 0.56)
H (-1.84, 1.09, -1.51)
H (-4.11, 0.26, -0.91)

Atom charges from the Löwdin analysis, given in e for atoms 1 to 2: -0.294, 0.040


*three*
ORCA calculation (ωB97M-V with the def2-TZVPD basis set) on the molecule C4H9NO2S.

Atoms and positions in Å:
C (1.77, -1.23, -0.15)
C (1.35, 0.25, -0.15)
C (0.42, -1.95, -0.37)
C (-2.15, 1.69, 0.78)
N (-0.26, 0.08, 0.50)
O (-0.45, 1.93, -1.31)
O (-0.48, -1.25, 0.49)
S (-1.38, 0.95, -0.68)
H (2.56, -1.48, -0.87)
H (1.99, -1.56, 0.83)
H (1.73, 0.98, 0.54)
H (1.03, 0.64, -1.21)
H (0.13, -1.77, -1.46)
H (0.43, -2.96, -0.14)
H (-2.68, 0.95, 1.38)
H (-2.75, 2.59, 0.51)
H (-1.27, 2.15, 1.31)

Atom charges from the Löwdin analysis, given in e for atoms 1 to 2: -0.158, -0.060


*four*
ORCA calculation (ωB97M-V with the def2-TZVPD basis set) on a structure of composition C4H9NO2S.

Atoms and positions in Å:
C (1.22, -1.94, -0.13)
C (0.18, -2.11, -0.92)
C (0.90, 1.43, -0.22)
C (-0.87, 1.31, 1.40)
N (0.11, 0.65, 0.61)
O (-2.18, -1.23, -0.04)
O (-1.33, -0.14, -2.05)
S (-1.00, -0.76, -0.73)
H (2.10, -2.56, -0.29)
H (1.04, -1.01, 0.37)
H (-0.12, -2.95, -1.55)
H (0.39, 1.71, -1.18)
H (1.33, 2.25, 0.30)
H (1.73, 0.90, -0.61)
H (-1.87, 1.00, 1.05)
H (-0.83, 1.02, 2.46)
H (-0.80, 2.43, 1.55)

Atom charges from the Löwdin analysis, given in e for atoms 1 to 2: -0.004, -0.221


Which is the most stable structure? *one* is the most stable.


*one*
ORCA calculation (ωB97M-V with the def2-TZVPD basis set) on the molecule C4H9NO2S.

Atoms and positions in Å:
N (-1.60, 0.33, -1.01)
C (-0.52, -0.28, -0.30)
C (0.71, 0.68, -0.25)
C (0.56, 1.35, 1.12)
S (1.32, 0.26, 2.52)
C (-0.27, -1.54, -1.14)
O (0.34, -1.69, -2.15)
O (-0.79, -2.70, -0.54)
H (-2.46, -0.09, -0.89)
H (-1.57, 1.18, -1.33)
H (-0.90, -0.50, 0.72)
H (1.69, 0.27, -0.30)
H (0.56, 1.40, -1.04)
H (1.05, 2.42, 1.01)
H (-0.47, 1.60, 1.43)
H (2.49, 0.81, 2.70)
H (-0.13, -3.51, -0.56)

The SMILES is N[C@H](CCS)C(=O)O.

Atom charges from the Löwdin analysis, given in e for atoms 1 to 2: 0.103, -0.308


*two*
ORCA calculation (ωB97M-V with the def2-TZVPD basis set) on a structure of composition C4H9NO2S.

Atoms and positions in Å:
C (0.90, -1.53, 1.16)
C (0.23, -0.15, -0.01)
C (0.48, 1.59, 1.74)
C (-0.33, 1.05, 0.48)
N (-1.59, -1.23, -1.69)
O (0.07, 0.68, -2.38)
O (0.91, -1.62, -2.06)
S (0.00, -0.58, -1.65)
H (1.17, -2.36, 0.56)
H (1.32, -1.11, 2.04)
H (-0.03, 2.29, 2.33)
H (0.75, 0.75, 2.20)
H (1.38, 2.16, 1.22)
H (-0.12, 1.64, -0.39)
H (-1.32, 1.08, 0.77)
H (-1.41, -2.00, -2.43)
H (-2.42, -0.67, -1.90)

Atom charges from the Löwdin analysis, given in e for atoms 1 to 2: 0.212, -0.237


Which is the most stable structure? *one* is the most stable.